Record 1
DFT (the ωB97M-V functional and the def2-TZVPD basis) results for C20H18O5 in the gas phase.

Computed properties:
- max |F| (eV/A) = 0.7
- SMILES string = CCOc1ccc(C(=O)Cc2cc3cccc(OC)c3oc2=O)cc1
- Kohn-Sham gap (eV) = 8.381
- E (hartree) = -1149.1175
- relative energy (zero: lowest compared OMol25 entry of this formula, charge and spin) (kcal/mol) = 0.22

Geometry as ORCA input:
```
! RIJCOSX wB97M-V def2-TZVPD def2/J DEFGRID3
* xyz 0 1
C 2.2411 2.4724 -2.5590
C 3.5347 1.6676 -2.4726
H 3.4769 0.7645 -3.0924
O 3.8829 1.3400 -1.1418
C 3.2333 0.3462 -0.4884
C 2.2762 -0.5019 -1.0418
C 1.6866 -1.4846 -0.2686
C 2.0380 -1.6529 1.0668
C 3.0204 -0.8193 1.6083
C 3.6011 0.1676 0.8500
H 4.3501 0.8243 1.2633
H 3.2942 -0.9571 2.6424
C 1.4255 -2.6644 1.9509
O 2.0083 -3.1416 2.8943
C 0.0059 -3.1176 1.5984
C -0.8824 -2.0055 1.1452
C -1.7426 -2.0922 0.1100
C -2.5756 -0.9900 -0.2693
C -3.4688 -1.0653 -1.3408
C -4.2417 0.0275 -1.6604
C -4.1350 1.1946 -0.9232
C -3.2569 1.3103 0.1535
C -2.4645 0.1935 0.4797
O -1.5918 0.2671 1.5241
C -0.7928 -0.7617 1.9111
O -0.0590 -0.5818 2.8522
O -3.2722 2.5149 0.7670
C -2.4750 2.7833 1.9038
H -2.7146 2.1157 2.7334
H -2.7194 3.8083 2.1807
H -1.4092 2.7111 1.6791
H -4.7362 2.0571 -1.1619
H -4.9360 -0.0184 -2.4848
H -3.5399 -1.9837 -1.9022
H -1.8240 -3.0047 -0.4658
H -0.4042 -3.5711 2.5056
H 0.0664 -3.8937 0.8313
H 0.9667 -2.1405 -0.7342
H 1.9835 -0.4136 -2.0767
H 4.3722 2.2741 -2.8281
H 2.0477 2.7456 -3.5927
H 1.3982 1.8980 -2.1817
H 2.3318 3.3781 -1.9649
*
```

***

Record 2
DFT (the ωB97M-V functional and the def2-TZVPD basis) results for C6H3NO2 in the gas phase at a distorted geometry.

Computed properties:
- max |F| (eV/A) = 5.0
- SMILES string = O=[N+]([O-])c1ccc2cc1-2
- Kohn-Sham gap (eV) = 8.908
- E (hartree) = -435.3908
- relative energy (zero: lowest compared OMol25 entry of this formula, charge and spin) (kcal/mol) = 152.22

Geometry as ORCA input:
```
! RIJCOSX wB97M-V def2-TZVPD def2/J DEFGRID3
* xyz 0 1
C 1.4726 0.8434 -0.0081
C 0.1575 1.2835 0.0760
C 1.2277 -1.8371 -0.1342
C 1.5518 -0.5206 -0.1605
C 0.0746 -1.1256 0.1422
C -0.7147 0.2205 0.2059
N -2.1260 0.1369 -0.0057
O -2.7900 1.1431 -0.1091
O -2.5675 -1.0081 -0.0605
H 2.3293 1.3826 -0.0195
H -0.1251 2.4104 0.2792
H 1.5097 -2.9290 -0.2057
*
```

***

Record 3
DFT (the ωB97M-V functional and the def2-TZVPD basis) results for C7H6O in the gas phase at a distorted geometry.

Computed properties:
- max |F| (eV/A) = 4.9
- SMILES string = C#CC1=CC=COC1
- Kohn-Sham gap (eV) = 8.202
- E (hartree) = -345.3183
- relative energy (zero: lowest compared OMol25 entry of this formula, charge and spin) (kcal/mol) = 129.81

Geometry as ORCA input:
```
! RIJCOSX wB97M-V def2-TZVPD def2/J DEFGRID3
* xyz 0 1
C 3.1157 -0.0102 0.2369
C 1.9609 0.1058 -0.2152
C 0.4798 0.2073 -0.2263
C -0.3242 1.3928 -0.3170
C -1.7141 0.9560 -0.0142
C -2.1344 -0.3202 0.1682
C 0.0727 -1.2189 -0.1633
H 4.2752 -0.3413 0.3931
H -0.0339 2.4882 -0.8243
H -2.4174 1.7120 0.8174
H -3.1956 -0.3020 0.5743
H 0.7930 -1.7052 -1.0153
H 0.3820 -1.5648 0.8754
O -1.2598 -1.3996 -0.2897
*
```